Record 1
C18H58N8O18 | ωB97M-V/def2-TZVPD

Structure (ORCA input):
```
! RIJCOSX wB97M-V def2-TZVPD def2/J DEFGRID3
* xyz 0 1
O -16.29 2.46 -1.18
O -16.39 4.27 7.52
O -17.19 6.22 5.04
O -17.63 4.27 -3.24
O -14.67 5.41 5.42
O -18.37 5.65 2.45
O -21.18 2.42 4.86
O -16.85 2.83 4.77
O -17.96 6.62 7.73
O -23.39 9.03 3.97
O -17.88 0.70 3.39
O -21.98 4.69 6.13
O -21.65 7.32 1.75
O -20.70 -0.16 3.74
O -18.20 9.22 2.71
O -14.81 3.38 3.30
O -19.10 8.09 0.03
O -25.07 6.25 2.03
N -19.99 5.45 5.42
N -18.76 0.48 1.40
N -19.63 4.57 0.99
N -19.22 3.64 2.90
N -20.87 6.23 7.38
N -26.10 5.20 3.88
N -16.55 1.22 1.53
N -23.83 4.86 3.34
C -24.99 5.48 2.99
C -17.44 2.62 6.10
C -21.99 0.38 3.89
C -17.54 7.53 5.52
C -17.69 0.78 2.15
C -22.14 1.39 5.01
C -17.81 8.05 0.58
C -16.60 2.89 7.29
C -22.03 8.97 3.59
C -16.69 3.84 -0.99
C -17.91 4.17 -1.84
C -19.05 4.67 2.13
C -20.96 5.39 6.27
C -21.53 7.57 3.14
C -17.20 7.55 6.97
C -14.91 4.79 3.06
C -17.49 9.30 1.42
C -14.16 5.57 4.05
H -21.48 9.41 4.41
H -17.78 3.44 -3.67
H -21.46 3.11 5.54
H -18.66 10.05 2.76
H -18.82 0.54 0.34
H -15.35 3.10 4.03
H -15.83 4.61 -1.28
H -19.08 5.76 5.62
H -17.16 1.98 4.33
H -15.60 5.65 5.35
H -17.07 7.95 -0.27
H -18.40 5.09 -1.50
H -13.12 5.23 4.05
H -25.92 4.96 4.89
H -22.08 6.79 3.62
H -16.53 1.33 0.55
H -14.47 4.93 2.10
H -15.61 2.42 -1.80
H -14.13 6.67 3.88
H -23.57 4.78 4.34
H -26.72 6.03 3.88
H -19.73 2.83 2.73
H -19.58 0.16 1.95
H -16.44 9.29 1.74
H -16.83 3.99 0.12
H -15.93 4.60 6.75
H -22.56 7.29 1.37
H -18.65 3.37 -1.61
H -23.99 8.53 3.45
H -17.54 5.73 7.74
H -20.05 0.47 4.13
H -19.94 6.65 7.53
H -17.79 1.56 6.22
H -17.51 6.01 4.10
H -17.69 10.24 0.89
H -21.90 0.92 5.93
H -17.47 8.58 7.17
H -23.17 1.76 5.14
H -20.29 3.79 0.83
H -17.64 7.12 1.13
H -19.78 5.42 0.48
H -16.15 7.48 7.13
H -21.96 9.53 2.65
H -18.58 7.68 5.35
H -22.62 -0.48 4.08
H -17.21 2.50 8.13
H -21.60 6.17 8.12
H -18.30 3.33 6.30
H -19.79 7.97 0.71
H -15.89 1.81 2.04
H -20.05 4.84 4.68
H -17.05 8.33 4.99
H -23.00 5.08 2.82
H -15.59 2.33 7.22
H -20.48 7.41 3.34
H -22.40 0.79 2.97
H -18.53 3.68 3.63
H -15.93 5.12 3.13
*
```

For the HOMO energy, the calculation gives -9.914 eV. Its max |F| is 0.104 Eh/bohr. The SMILES is NC(N)=O.NC(N)=O.NC(N)=O.NC(N)=O.OCCO.OCCO.OCCO.OCCO.OCCO.OCCO.OCCO. The calculation puts the LUMO energy at 0.16 eV. The value obtained for the energy above the lowest of the compared OMol25 structures with the same formula, charge and spin is 8.3 kcal/mol.

Mulliken atomic charge list, values in e, 6 entries: -0.5413, -0.5869, 0.1351, -0.5594, -0.6796, 0.6267

Record 2
C22H51N10Pd | ωB97M-V/def2-TZVPD

Structure (ORCA input):
```
! RIJCOSX wB97M-V def2-TZVPD def2/J DEFGRID3
* xyz 1 1
Pd -0.31 -0.08 -0.50
N -2.16 3.91 -0.27
N 0.60 0.19 -4.22
N -0.96 -3.44 -0.37
N 2.33 -1.34 -3.88
N 0.57 -2.01 0.59
N 1.43 -0.10 -2.09
N -0.83 2.04 0.22
N 1.51 0.64 0.76
N -3.11 2.07 0.75
N 0.96 -4.35 0.60
C 2.40 -4.42 0.51
C -1.92 -2.36 -0.33
C 0.08 -0.48 -5.40
C -1.78 0.37 -2.00
C -3.02 0.95 1.68
C 2.62 -2.61 -3.25
C 1.46 -0.42 -3.35
C -0.93 -4.20 -1.61
C 0.24 -3.22 0.28
C 1.62 -1.74 1.55
C 2.58 -0.43 -1.27
C 2.70 0.55 -0.10
C -1.38 4.41 -1.39
C -4.40 2.26 0.11
C -3.05 4.87 0.35
C 0.38 1.62 -4.16
C 2.94 -1.14 -5.18
C 0.42 2.77 0.22
C 1.59 -0.26 1.93
C 1.32 2.03 1.22
C -1.98 2.65 0.22
C 0.29 -5.60 0.95
H 2.78 -3.60 -0.09
H 2.48 -3.41 -3.98
H -1.57 -0.25 -2.86
H 0.90 2.78 -0.76
H -2.78 -2.62 -0.94
H -4.00 0.48 1.75
H 0.70 -0.08 2.54
H 0.55 -0.13 -6.32
H 2.62 -1.98 1.17
H 0.30 3.80 0.56
H -0.66 1.86 -4.36
H -2.74 1.30 2.68
H -2.77 0.15 -1.61
H -2.05 4.83 -2.14
H -4.80 1.30 -0.21
H 3.51 -0.37 -1.85
H 2.51 -1.45 -0.88
H 0.42 -6.36 0.17
H 2.88 -4.39 1.50
H 0.64 1.98 -3.16
H -1.46 -1.38 -0.70
H -0.82 3.59 -1.84
H -3.84 5.19 -0.33
H 4.01 -1.33 -5.11
H -0.68 5.20 -1.08
H 1.00 2.14 -4.90
H 0.72 -5.99 1.88
H 3.66 -2.66 -2.89
H 2.69 -5.35 0.02
H 2.87 1.54 -0.54
H -2.48 5.77 0.64
H -0.78 -3.54 -2.47
H 0.80 2.02 2.17
H 2.29 2.53 1.36
H 2.53 -1.82 -5.94
H -0.12 -4.93 -1.59
H -0.99 -0.29 -5.48
H 2.80 -0.11 -5.51
H -4.30 2.89 -0.77
H -1.87 -4.74 -1.74
H 2.48 -0.03 2.53
H -1.70 1.43 -2.24
H 1.95 -2.78 -2.41
H -2.29 0.22 1.36
H 3.59 0.30 0.49
H -2.24 -2.21 0.71
H 1.48 -2.34 2.45
H 0.23 -1.55 -5.31
H -5.12 2.72 0.79
H -0.77 -5.42 1.10
H -3.50 4.45 1.24
*
```

For the HOMO energy, the calculation gives -9.824 eV. Its max |F| is 0.084 Eh/bohr. The calculation puts the LUMO energy at -2.27 eV.

Mulliken atomic charge list, values in e, 6 entries: -0.6063, 0.3400, 0.5293, 0.1049, 0.4253, 0.1086

Record 3
C63H39Cl5N5O5PV | ωB97M-V/def2-TZVPD

Structure (ORCA input):
```
! RIJCOSX wB97M-V def2-TZVPD def2/J DEFGRID3
* xyz -2 4
V -21.20 -12.46 6.55
Cl -29.71 -8.48 15.10
Cl -30.64 -12.18 6.98
Cl -12.01 -10.30 7.12
Cl -21.31 -9.12 -2.34
Cl -20.51 -17.65 14.28
P -21.88 -10.44 9.17
O -27.24 -7.78 2.41
O -28.65 -8.60 14.08
O -30.04 -9.78 15.58
O -29.29 -7.72 16.26
O -30.81 -7.79 14.46
N -22.71 -13.66 7.39
N -22.66 -12.09 5.12
N -19.82 -11.47 5.48
N -21.49 -11.21 7.90
N -19.66 -13.55 7.48
C -23.62 -11.05 3.34
C -24.75 -14.57 8.03
C -20.73 -7.99 9.85
C -22.33 -10.84 11.99
C -26.15 -12.75 6.23
C -28.52 -12.94 5.45
C -21.35 -15.54 12.79
C -21.25 -10.42 2.06
C -24.14 -8.80 9.70
C -28.89 -12.44 6.67
C -18.24 -9.21 10.30
C -23.34 -9.46 8.74
C -18.47 -11.34 5.73
C -21.18 -9.66 -0.66
C -25.48 -8.05 7.85
C -18.78 -10.28 3.77
C -18.33 -13.08 7.57
C -27.14 -13.12 5.29
C -20.55 -9.38 9.79
C -13.67 -10.89 7.19
C -20.51 -8.89 0.28
C -25.14 -8.04 9.20
C -21.14 -15.45 10.36
C -21.79 -11.27 1.04
C -17.84 -10.58 4.70
C -16.41 -11.68 7.18
C -19.27 -9.96 9.96
C -21.15 -10.84 3.51
C -19.62 -7.22 10.15
C -20.63 -9.29 1.65
C -18.43 -7.85 10.33
C -22.38 -11.34 3.99
C -22.50 -11.29 10.70
C -19.98 -10.84 4.25
C -20.79 -16.85 12.76
C -16.05 -10.37 7.18
C -23.94 -12.46 12.71
C -24.79 -8.81 6.92
C -23.78 -15.27 8.75
C -20.34 -17.49 11.54
C -18.82 -14.19 9.54
C -24.09 -12.29 5.14
C -20.55 -16.74 10.35
C -24.12 -12.91 11.43
C -22.49 -14.58 8.34
C -21.87 -10.82 -0.31
C -17.76 -12.06 6.84
C -23.04 -11.42 12.98
C -26.31 -8.02 3.01
C -14.71 -9.95 7.32
C -24.68 -11.54 4.02
C -26.65 -12.18 7.40
C -24.73 -12.98 6.08
C -23.69 -9.46 7.41
C -23.41 -12.31 10.41
C -20.00 -14.13 8.66
C -13.93 -12.24 7.32
C -21.21 -14.73 9.06
C -24.06 -13.69 7.10
C -21.59 -14.94 11.54
C -17.86 -13.58 8.85
C -15.28 -12.60 7.30
C -28.00 -11.99 7.64
H -23.65 -10.24 2.56
H -29.31 -13.24 4.77
H -23.98 -15.98 9.57
H -22.36 -11.43 -1.01
H -25.25 -9.02 5.95
H -25.74 -11.51 3.96
H -26.00 -11.99 8.27
H -25.75 -7.45 9.85
H -22.82 -11.17 14.04
H -24.90 -13.58 11.17
H -16.95 -13.24 9.38
H -28.38 -11.63 8.56
H -24.42 -12.95 13.55
H -20.33 -17.25 9.43
H -15.53 -13.65 7.27
H -21.61 -14.94 13.66
H -22.16 -14.06 11.63
H -14.49 -8.89 7.30
H -16.74 -9.54 7.05
H -26.35 -7.52 7.56
H -19.75 -6.18 10.31
H -21.67 -7.48 9.79
H -23.96 -8.97 10.76
H -26.74 -13.70 4.48
H -19.19 -10.99 9.76
H -23.54 -12.59 9.38
H -20.17 -7.85 -0.16
H -16.72 -10.39 4.81
H -25.84 -14.65 8.31
H -22.30 -12.25 1.39
H -20.22 -8.58 2.37
H -23.06 -10.14 6.75
H -13.05 -12.94 7.20
H -18.72 -14.43 10.57
H -17.53 -7.29 10.44
H -17.26 -9.64 10.56
H -21.62 -9.98 12.17
H -20.05 -18.55 11.52
H -18.66 -9.79 2.83
*
```

For the HOMO energy (alpha / beta), the calculation gives -1.700 / -3.014 eV. Its max |F| is 0.082 Eh/bohr. The calculation puts the LUMO energy (alpha / beta) at 2.87 / 2.38 eV. The value obtained for the energy above the lowest of the compared OMol25 structures with the same formula, charge and spin is 119.8 kcal/mol.

Mulliken atomic charge list, values in e, 6 entries: 0.0066, 1.5466, -0.2583, -0.2576, -0.2566, -0.2541

Record 4
C4H9N2O2 | ωB97M-V/def2-TZVPD

Structure (ORCA input):
```
! RIJCOSX wB97M-V def2-TZVPD def2/J DEFGRID3
* xyz -1 1
O -1.52 1.47 -1.75
O 0.32 2.54 -2.60
N 0.28 -1.18 2.00
N 0.50 1.36 -0.74
C -0.25 -1.60 -0.30
C -0.04 0.71 0.43
C 0.46 -0.64 0.60
C -0.32 1.84 -1.74
H -1.23 0.82 0.28
H 1.76 -0.55 0.48
H 0.16 1.35 1.41
H 0.27 -2.62 -0.15
H -0.04 -0.43 2.74
H 1.47 1.52 -0.87
H -0.43 -1.80 2.14
H -0.07 -1.30 -1.50
H -1.30 -1.50 -0.42
*
```

For the HOMO energy, the calculation gives -3.859 eV. Its max |F| is 0.113 Eh/bohr. The SMILES is C[C@H](N)CNC(=O)[O-]. The calculation puts the LUMO energy at 3.83 eV. The value obtained for the energy above the lowest of the compared OMol25 structures with the same formula, charge and spin is 48.3 kcal/mol.

Mulliken atomic charge list, values in e, 6 entries: -0.7344, -0.8330, -0.6997, -0.0888, -1.3497, -0.6919

Record 5
C21H30N4O7S | ωB97M-V/def2-TZVPD

Structure (ORCA input):
```
! RIJCOSX wB97M-V def2-TZVPD def2/J DEFGRID3
* xyz 0 1
S 1.33 0.86 -1.16
O 0.44 0.11 1.87
O -4.53 -3.20 0.19
O 0.24 -0.09 -1.09
O 6.50 -3.54 1.63
O 1.39 1.66 -2.35
O 4.57 -2.40 1.25
O -5.41 -1.44 -0.92
N 6.28 -2.08 -0.13
N -3.24 -1.42 -0.27
N -1.74 0.28 1.36
N 1.24 1.91 0.15
C -4.47 -1.97 -0.37
C -5.75 -3.91 0.02
C 0.88 4.89 0.06
C -0.47 0.71 1.31
C -0.40 4.59 0.83
C -5.83 -4.58 -1.34
C -2.84 0.81 0.58
C 2.88 0.01 -0.91
C 2.97 -0.86 0.16
C -3.03 -0.05 -0.68
C -2.16 -1.96 0.52
C 5.14 -0.40 -1.64
C -1.62 4.71 -0.09
C -1.98 -1.09 1.78
C 3.92 0.25 -1.79
C -0.14 2.02 0.59
C 5.86 -2.76 0.99
C 7.59 -2.21 -0.70
C 5.25 -1.28 -0.58
C 4.18 -1.50 0.31
C -0.34 3.22 1.53
H -0.73 2.13 -0.32
H -5.82 -3.83 -2.13
H -4.97 -5.24 -1.49
H -3.90 0.28 -1.25
H 8.14 -2.93 -0.09
H -2.67 1.85 0.32
H -1.71 5.73 -0.46
H -2.12 0.00 -1.29
H -1.52 4.05 -0.96
H 7.53 -2.58 -1.73
H -1.12 -1.42 2.36
H -2.53 4.45 0.43
H -5.77 -4.65 0.82
H -0.51 5.33 1.62
H -3.74 0.75 1.20
H -1.24 -1.90 -0.07
H -6.74 -5.16 -1.42
H -6.59 -3.21 0.14
H 5.96 -0.23 -2.32
H 1.79 1.54 0.92
H 0.83 5.90 -0.35
H 3.75 0.94 -2.60
H -1.28 3.07 2.08
H 0.47 3.22 2.25
H 8.11 -1.25 -0.69
H 2.14 -1.01 0.83
H 1.01 4.19 -0.76
H -2.38 -2.99 0.79
H -2.89 -1.12 2.39
H 1.74 4.82 0.71
*
```

For the HOMO energy, the calculation gives -8.853 eV. Its max |F| is 0.021 Eh/bohr. The SMILES is CCOC(=O)N1CCN(C(=O)[C@@H](CC(C)C)NS(=O)(=O)c2ccc3c(c2)oc(=O)n3C)CC1. The calculation puts the LUMO energy at 0.50 eV. The value obtained for the energy above the lowest of the compared OMol25 structures with the same formula, charge and spin is 3.1 kcal/mol.

Mulliken atomic charge list, values in e, 6 entries: 1.6220, -0.7705, -0.3827, -0.6079, -0.6008, -0.7555

Record 6
C38H56MoN4Sb | ωB97M-V/def2-TZVPD

Structure (ORCA input):
```
! RIJCOSX wB97M-V def2-TZVPD def2/J DEFGRID3
* xyz 3 3
Sb 1.37 -2.72 -1.83
Mo 0.49 -0.43 -0.38
N -1.65 2.48 -0.78
N -0.26 0.27 -1.91
N -2.21 -0.72 -0.35
N 2.43 0.46 -0.37
C 2.90 -3.91 -0.88
C 0.29 -1.50 2.34
C 6.29 2.35 -0.13
C 4.96 1.69 -0.22
C 2.49 1.57 2.90
C -2.73 3.49 -0.77
C -1.48 -0.29 -3.98
C 3.78 2.43 -0.34
C -0.29 3.99 -2.17
C -1.18 2.25 0.58
C 1.35 -0.59 2.23
C 2.95 -5.32 -1.48
C 4.81 0.30 -0.15
C -0.37 -3.95 -2.24
C 1.06 1.82 -3.25
C -0.67 -4.89 -1.07
C -3.71 -1.15 -3.76
C 3.31 -1.01 -3.49
C 3.57 -0.27 -0.23
C 2.23 -2.06 -3.71
C 0.11 1.02 3.50
C -0.95 0.12 3.61
C -2.65 -0.75 -4.56
C 2.56 1.80 -0.41
C 1.37 3.10 -3.68
C 1.29 0.67 2.85
C -0.24 -4.71 -3.55
C -0.86 -1.14 3.04
C -0.63 2.71 -1.72
C 0.07 1.64 -2.28
C 2.82 -3.22 -4.51
C -1.38 -0.28 -2.59
C -2.42 -0.71 -1.78
C -3.32 -0.12 0.40
C 0.69 4.18 -3.13
C -3.61 -1.13 -2.37
C -1.95 -2.08 0.10
C 2.72 -3.95 0.64
H -1.66 -1.85 3.20
H 2.11 -4.02 -4.72
H 3.64 -0.63 -4.46
H -0.69 -4.41 -0.10
H 4.19 -1.44 -3.01
H 2.24 2.60 2.65
H -0.10 -4.04 -4.41
H 3.46 -1.34 -0.17
H -2.42 4.43 -0.32
H 1.79 -4.45 0.91
H 2.08 -5.91 -1.19
H -3.56 0.85 -0.02
H 3.81 3.51 -0.39
H 0.56 -5.44 -3.53
H 6.44 2.72 0.89
H -3.01 0.01 1.44
H -2.03 2.21 1.26
H 3.16 -2.84 -5.47
H -0.80 4.85 -1.78
H -2.74 -0.76 -5.63
H -4.45 -1.44 -1.76
H -1.96 -2.11 1.18
H 1.54 0.96 -3.68
H -0.94 -2.33 -0.24
H 2.31 -0.93 1.85
H -4.21 -0.75 0.39
H 3.29 1.22 2.25
H 1.38 -1.63 -4.24
H 1.66 2.38 -0.50
H 0.06 -5.70 -1.03
H -3.56 3.10 -0.19
H -0.67 0.09 -4.59
H 3.69 -3.64 -4.00
H -3.07 3.67 -1.79
H 6.36 3.20 -0.80
H 5.68 -0.34 -0.04
H 3.53 -4.53 1.09
H 2.73 -2.96 1.10
H -1.17 -3.21 -2.35
H -2.65 -2.84 -0.29
H 3.03 -5.33 -2.56
H 2.12 3.25 -4.45
H -1.64 -5.36 -1.23
H 3.83 -5.83 -1.08
H -4.63 -1.48 -4.22
H -0.71 1.25 0.70
H 3.81 -3.38 -1.14
H 7.10 1.65 -0.35
H 2.98 -0.15 -2.90
H 0.41 -2.52 1.98
H -0.48 3.02 0.93
H 0.92 5.18 -3.46
H 0.05 1.98 3.99
H -1.17 -5.26 -3.73
H 2.88 1.58 3.92
H -1.82 0.40 4.18
*
```

For the HOMO energy (alpha / beta), the calculation gives -16.308 / -16.325 eV. Its max |F| is 0.019 Eh/bohr. The calculation puts the LUMO energy (alpha / beta) at -10.10 / -9.73 eV. The value obtained for the energy above the lowest of the compared OMol25 structures with the same formula, charge and spin is 0.0 kcal/mol.

Mulliken atomic charge list, values in e, 6 entries: 0.7436, 0.1123, 0.7542, 1.6058, 1.3283, 2.4482

Record 7
C3H4GdLiO4 | ωB97M-V/def2-TZVPD

Structure (ORCA input):
```
! RIJCOSX wB97M-V def2-TZVPD def2/J DEFGRID3
* xyz 1 9
Gd 2.49 2.11 0.59
O -1.68 1.98 -0.09
O 0.52 1.84 -0.61
O -0.79 0.03 -0.33
O 1.84 -0.14 1.01
C 0.21 -0.92 -0.62
C -0.63 1.40 -0.37
C 1.28 -1.06 0.41
Li -2.82 0.45 0.41
H 1.78 -2.05 0.39
H -2.54 -1.00 1.52
H -0.31 -1.88 -0.70
H 0.66 -0.75 -1.61
*
```

For the HOMO energy (alpha / beta), the calculation gives -9.095 / -9.036 eV. Its max |F| is 0.064 Eh/bohr. The calculation puts the LUMO energy (alpha / beta) at -5.26 / -5.81 eV. The value obtained for the energy above the lowest of the compared OMol25 structures with the same formula, charge and spin is 100.3 kcal/mol.

Mulliken atomic charge list, values in e, 6 entries: 1.2437, -0.6985, -0.7806, -0.2094, -0.4667, -0.4093